[1]
{
  "formula": "C13H31N2Na7O11P",
  "method": "ωB97M-V/def2-TZVPD",
  "lumo_ev": [-6.10, -6.47],
  "homo_lumo_gap_ha": [0.1600, 0.2525],
  "homo_ev": [-10.457, -13.345],
  "multiplicity": 2,
  "total_charge": 2,
  "species": ["Na", "Na", "Na", "Na", "Na", "Na", "Na", "O", "C", "O", "O", "H", "P", "O", "O", "O", "O", "C", "O", "C", "C", "N", "C", "C", "O", "C", "H", "H", "H", "H", "H", "H", "H", "H", "H", "H", "H", "H", "H", "H", "H", "C", "O", "C", "C", "N", "C", "C", "O", "C", "H", "H", "H", "H", "H", "H", "H", "H", "H", "H", "H", "H", "H", "H", "H"],
  "coordinates": [[-1.9596, -2.8358, -3.7030], [2.3568, -1.1216, -3.7808], [2.8539, -2.2823, -0.3842], [-0.7350, 0.1016, -0.4643], [0.7422, -4.4919, -3.9069], [-0.7666, -3.9756, -0.4343], [1.7771, -5.3240, -0.8526], [1.0987, -5.4286, 1.9736], [0.5736, -4.2545, 1.9756], [1.1589, -3.4034, 1.2612], [-0.5363, -4.0961, 2.4492], [0.3306, -5.7332, 2.4624], [0.2971, -1.9940, -2.2159], [-1.1386, -2.0144, -1.6234], [0.9781, -0.6063, -1.8334], [0.2501, -2.2318, -3.8098], [1.1756, -3.1560, -1.7284], [1.6255, 5.2537, 1.2529], [1.9643, 4.4051, 0.0829], [0.8540, 3.4943, -0.1479], [1.2612, 2.5989, -1.3044], [0.1844, 1.8871, -1.8484], [-0.6447, 2.4735, -2.8788], [-1.5061, 1.3951, -3.5395], [-2.4244, 0.8867, -2.5313], [-3.3062, 1.9009, -1.9714], [1.4338, 4.6229, 2.1209], [0.7949, 5.9323, 1.0589], [2.4830, 5.8131, 1.6268], [0.0337, 4.1963, -0.2976], [0.7456, 2.9348, 0.7812], [1.9942, 1.8864, -0.9262], [1.7439, 3.2065, -2.0699], [0.5848, 1.0019, -2.1246], [-0.0411, 3.1451, -3.4893], [-1.2526, 3.3189, -2.5567], [-0.9004, 0.5393, -3.8375], [-2.0679, 1.7237, -4.4138], [-4.3308, 1.5676, -1.8069], [-3.4121, 2.6135, -2.7894], [-2.8689, 2.3575, -1.0835], [3.6174, -1.5542, 2.9769], [3.2297, -1.2208, 1.7000], [2.5038, 0.0353, 1.5918], [1.2168, 0.1608, 2.3825], [0.0476, -0.6224, 1.8026], [-1.2062, -0.2800, 2.6027], [-2.5289, -0.9501, 2.0309], [-2.8432, -0.3570, 0.8044], [-3.9199, -0.9333, 0.2824], [4.5414, -2.1324, 2.9897], [2.7791, -1.8914, 3.5864], [4.0372, -0.6772, 3.4696], [2.1991, -0.1599, 0.5636], [3.0818, 0.9594, 1.6039], [0.9404, 1.2070, 2.5133], [1.4214, -0.1466, 3.4080], [0.1516, -1.6134, 1.6378], [-1.4541, 0.7579, 2.8250], [-1.0980, -0.7379, 3.5859], [-3.2605, -0.7545, 2.8149], [-2.2589, -1.9899, 1.8463], [-4.0271, -0.6254, -0.7577], [-4.8419, -0.7768, 0.8424], [-3.7330, -2.0043, 0.2048]],
  "forces_ev_per_a": [[-0.2929, 0.6157, 0.1069], [-0.3807, 0.3397, -0.1619], [-0.5981, 0.1953, 0.9235], [-0.6339, 0.1144, 0.2032], [0.2369, 0.0666, -0.0030], [-0.2432, 0.6171, 0.7087], [0.1383, 0.0445, 0.4144], [1.0147, -3.0624, 0.5495], [-0.2542, 4.2301, -2.4062], [1.3668, 1.0338, -1.4883], [-1.8747, -0.0287, 1.1912], [-0.1258, -2.5245, 0.8636], [-0.6197, 2.1935, -0.9415], [0.9498, -0.9111, -0.6155], [0.4280, -3.1996, -1.1446], [0.0510, 0.4485, 1.4324], [0.7876, -1.2834, 0.6787], [0.8911, -1.0282, -0.4704], [-0.6012, 0.6791, 1.5804], [1.8734, 1.7115, 0.4191], [0.4186, 1.6260, 0.5833], [-1.5392, -1.2861, 0.1888], [0.4634, 1.0840, -0.3575], [-0.2958, 0.4143, 1.2307], [-0.2593, -0.2915, 0.2118], [0.5703, 0.1108, -1.5980], [-0.6050, -0.3176, -0.0721], [-0.0457, -0.1363, -0.1602], [0.2311, 0.1550, -0.8870], [-0.7428, -0.7240, -0.3987], [-0.5547, -0.3251, 0.0133], [0.1254, -0.0167, 0.0035], [0.3604, 0.3707, -0.0334], [-0.5763, -0.0197, -0.5888], [0.6083, -0.7442, -1.3229], [-0.6972, -0.4989, 0.9909], [0.0421, -0.0891, 0.0561], [0.0141, 0.3354, 0.0228], [0.3479, -0.6919, 0.2620], [-0.1053, 0.6390, 0.3788], [-0.1095, 0.0013, -0.0210], [1.1885, 0.8506, 1.8074], [-0.2144, 0.9506, -0.9164], [-0.9914, -1.2380, -1.7721], [-0.5075, -1.6191, 0.2523], [-0.9070, 3.4998, 0.3994], [-0.5021, -2.3630, -0.3487], [3.2262, 1.2296, 0.8910], [2.2966, 1.9631, 1.1583], [-2.1683, -1.6767, -2.2185], [-0.6073, -0.9988, -0.3201], [0.2923, -0.6019, -0.0123], [-0.3590, 0.5633, 0.2610], [-0.4124, 1.1560, -0.4301], [0.6055, -0.3366, 0.4801], [-0.1547, 0.0201, -0.5408], [-0.0603, -0.2239, 0.2916], [0.4948, -0.3208, 0.7440], [0.7771, 0.3570, -0.7238], [-0.0012, -0.0586, 0.2879], [-0.4741, -0.4768, -0.2558], [-0.5699, -0.4227, 0.3822], [-0.2562, 0.3611, 0.0609], [-0.1263, 0.1254, 0.0665], [-0.3326, -0.5870, 0.1132]],
  "lowdin_spin": [0.1010, 0.0483, 0.0539, 0.0186, 0.2452, 0.1349, 0.2021, 0.0099, 0.0050, 0.0097, 0.0020, 0.0001, 0.0143, 0.0187, 0.0086, 0.0343, 0.0872, 0.0000, 0.0000, 0.0001, 0.0001, 0.0005, 0.0001, 0.0005, 0.0005, 0.0001, 0.0000, 0.0000, 0.0000, 0.0000, 0.0000, 0.0001, 0.0000, 0.0003, 0.0000, 0.0000, 0.0006, 0.0000, 0.0000, 0.0000, 0.0000, 0.0002, 0.0006, 0.0003, 0.0001, 0.0003, 0.0001, 0.0002, 0.0002, 0.0003, 0.0000, 0.0001, 0.0000, 0.0001, 0.0000, 0.0000, 0.0000, 0.0002, 0.0000, 0.0000, 0.0000, 0.0001, 0.0000, 0.0000, 0.0002]
}

[2]
{
  "formula": "C3H6P2",
  "method": "ωB97M-V/def2-TZVPD",
  "lumo_ev": [0.00, 0.00],
  "de_lowest_kcal_mol": 118.98,
  "homo_lumo_gap_ha": [0.2585, 0.2584],
  "homo_ev": [-7.033, -7.032],
  "total_charge": 0,
  "species": ["C", "C", "C", "P", "P", "H", "H", "H", "H", "H", "H"],
  "coordinates": [[-1.2016, 0.7790, -0.2716], [-0.5349, 0.6691, -1.4274], [-0.3107, -0.3844, -0.3649], [1.5257, 0.5998, 1.3346], [-0.6982, -2.0528, 0.0156], [-1.9212, 1.2917, 0.3065], [-0.0951, 1.0075, -2.3497], [0.9479, 1.6665, 0.8084], [2.7278, 0.8330, 0.4601], [-1.1022, -1.6921, 1.4063], [0.6625, -2.7174, 0.0822]],
  "forces_ev_per_a": [[1.3748, -1.1543, -3.0327], [-0.4347, -1.2722, 2.7903], [1.4537, 3.6681, 0.6970], [1.0496, -2.4159, -1.0564], [0.0865, -1.3565, 0.7570], [-0.4120, 0.4542, 0.5040], [-0.3365, 0.1363, 0.0203], [-1.0257, 2.1151, -0.7364], [-1.1367, -0.4120, 0.7342], [0.9477, -0.8265, -1.1075], [-1.5668, 1.0637, 0.4302]],
  "mulliken_charge": [-0.4516, -0.0275, -0.0680, -0.0686, -0.2180, 0.3539, 0.3628, -0.0428, 0.0133, 0.0641, 0.0825]
}

[3]
{
  "formula": "C16H54F2N5O13PbS2",
  "method": "ωB97M-V/def2-TZVPD",
  "lumo_ev": -4.29,
  "homo_lumo_gap_ha": 0.2171,
  "homo_ev": -10.199,
  "total_charge": 1,
  "species": ["Pb", "N", "S", "O", "O", "F", "S", "O", "O", "F", "O", "H", "H", "O", "H", "H", "O", "H", "H", "O", "H", "H", "O", "H", "H", "C", "C", "C", "O", "C", "N", "H", "H", "H", "H", "H", "H", "H", "H", "H", "H", "H", "C", "C", "C", "O", "C", "N", "H", "H", "H", "H", "H", "H", "H", "H", "H", "H", "H", "C", "C", "C", "O", "C", "N", "H", "H", "H", "H", "H", "H", "H", "H", "H", "H", "H", "C", "C", "C", "O", "C", "N", "H", "H", "H", "H", "H", "H", "H", "H", "H", "H", "H"],
  "coordinates": [[0.4403, -2.8362, 2.7787], [-0.1068, -1.5577, 0.8533], [-0.3504, 0.0101, 0.7711], [-1.6891, 0.4966, 0.6226], [0.7001, 0.7218, 0.1645], [-0.2250, 0.3708, 2.3654], [-0.8704, -1.8806, -0.6957], [-0.2891, -1.1729, -1.7556], [-2.2622, -2.0293, -0.6262], [-0.3755, -3.3461, -0.8741], [1.1238, -0.9743, 4.4011], [0.8803, -0.1409, 4.8492], [2.0446, -1.1492, 4.6721], [-2.3395, -0.0927, 4.9831], [-2.8478, 0.3846, 5.6558], [-2.3178, 0.5047, 4.2163], [2.4909, -1.9779, -0.8869], [1.9017, -1.8095, -0.1411], [2.6788, -1.0955, -1.2436], [1.9843, -3.5142, -3.3230], [2.3637, -2.6360, -3.4260], [1.7249, -3.5432, -2.3980], [-4.0044, -1.0683, 1.5729], [-3.5746, -1.4643, 0.7974], [-3.9933, -0.1181, 1.3898], [-2.2856, 1.4511, -4.4482], [-1.8872, -0.0195, -4.4635], [-2.8899, -0.8538, -3.7026], [-4.1392, -0.7280, -4.2923], [-5.2214, -1.2014, -3.5081], [-1.8868, -0.4565, -5.8871], [-3.3049, 1.5497, -4.8124], [-1.5281, 2.1223, -4.8215], [-2.4397, 1.6985, -3.3756], [-0.9063, -0.2574, -4.0574], [-2.9637, -0.4801, -2.6688], [-2.6196, -1.9198, -3.6984], [-5.1985, -2.2943, -3.3752], [-6.1392, -1.0091, -4.0776], [-5.3309, -0.6266, -2.5754], [-2.2949, -1.3797, -5.9749], [-2.4261, 0.1596, -6.4731], [0.3604, 4.1191, -2.8499], [1.7876, 3.6844, -2.4905], [2.7961, 4.8279, -2.6681], [2.7922, 5.3256, -4.0091], [3.6369, 4.6315, -4.8695], [1.7839, 3.3167, -1.0404], [0.1238, 5.0363, -2.2774], [-0.3725, 3.4040, -2.4830], [0.2931, 4.5137, -3.8650], [2.0712, 2.8260, -3.1284], [3.8045, 4.4736, -2.4053], [2.5125, 5.6871, -2.0612], [3.8013, 5.1742, -5.7940], [3.2301, 3.6406, -5.1529], [4.6039, 4.3782, -4.4048], [1.2141, 2.5082, -0.8238], [2.7024, 3.1920, -0.6301], [5.1332, 2.8118, 2.8206], [4.2953, 1.5358, 2.7534], [2.8002, 1.7649, 2.5979], [2.3747, 2.8506, 3.4194], [2.0634, 2.5026, 4.7516], [4.7693, 0.4879, 1.8704], [5.0242, 3.3025, 3.7912], [4.9572, 3.5218, 2.0092], [6.2028, 2.5742, 2.7956], [4.3677, 1.1563, 3.7886], [2.2605, 0.8562, 2.8901], [2.5929, 2.1600, 1.6024], [1.7867, 3.4346, 5.2436], [2.9317, 2.1050, 5.2901], [1.1746, 1.8512, 4.7518], [5.0254, 0.7732, 0.9373], [5.5570, 0.0137, 2.2868], [-3.9191, -3.7076, 4.0270], [-2.5001, -3.7382, 3.4986], [-2.4407, -4.2994, 2.0842], [-1.0730, -4.5150, 1.6894], [-0.8764, -5.6064, 0.8033], [-1.8411, -2.3970, 3.5476], [-4.7368, -3.3817, 3.3898], [-3.9420, -3.1593, 4.9694], [-4.1778, -4.7412, 4.3034], [-1.8741, -4.4362, 4.0747], [-2.9202, -3.6744, 1.3253], [-2.9169, -5.2784, 2.1980], [0.0549, -5.4311, 0.2719], [-1.6372, -5.5869, 0.0080], [-0.9455, -6.6085, 1.2295], [-1.8891, -1.9232, 4.4640], [-2.4483, -1.7934, 2.9583]],
  "forces_ev_per_a": [[-0.7283, 0.1594, 0.0035], [-1.5938, -0.4356, -2.7011], [-0.7868, 4.6676, 3.5625], [0.2655, -1.2064, -1.0677], [0.7757, -0.2545, -0.3766], [0.6950, -1.0099, -0.4100], [0.8480, -2.5248, -0.3922], [0.4754, 0.9060, 0.0127], [-1.4025, -0.0259, 0.8790], [0.5263, -0.1456, 0.4899], [0.5676, -0.0781, 0.5036], [-0.0592, -0.3583, -0.3728], [-0.3987, 0.2360, -0.0548], [-0.0398, 0.5558, -0.0581], [0.1428, -0.1627, -0.1645], [-0.0281, -0.1852, 0.2890], [0.0312, 0.1467, 0.1965], [0.2186, 0.2305, -0.1798], [-0.0845, -0.2597, 0.1621], [-0.1389, -0.1536, -0.1665], [-0.0269, -0.0779, -0.0011], [0.1781, 0.1665, 0.0164], [0.2636, -0.1978, 0.1364], [-0.1598, 0.3220, 0.0096], [0.0425, -0.2340, -0.0248], [-0.1947, -0.5247, 2.4739], [-0.6394, -0.3850, -1.9421], [-0.0976, 0.0391, 0.8827], [-1.2945, 0.0930, -0.3021], [-0.3768, 0.2646, -0.7150], [0.5969, -0.3002, 0.3167], [0.2444, 0.2033, -0.7621], [-0.0881, 0.1475, -0.5199], [0.3793, 0.2204, -0.3213], [0.1431, 0.4607, 0.1819], [0.2386, -0.2154, 0.0831], [0.3162, 0.0074, 0.1683], [0.3022, 0.2418, 0.3865], [0.2669, 0.0566, -0.0232], [0.2979, -0.4173, 0.0615], [0.0844, 0.0506, -0.0996], [-0.1816, 0.1220, 0.0669], [0.5705, 1.5166, 0.8570], [-0.3343, -0.2336, 0.9457], [-0.4103, -0.1506, -0.8498], [0.0908, 0.2301, 0.5596], [0.3200, -1.5337, -0.2585], [0.0006, 0.3749, -0.4975], [0.2681, -0.3254, 0.1649], [-0.1145, -0.2898, -0.7336], [-0.2546, -0.9080, -0.2367], [0.0589, 0.2772, 0.1105], [-0.0766, 0.1784, 0.0714], [0.0044, -0.1836, 0.2706], [-0.0568, 0.3386, 0.0835], [-0.1355, 0.2916, 0.0131], [-0.0146, 0.4423, -0.0239], [0.1444, 0.1438, -0.2430], [0.0068, -0.0577, -0.3089], [0.5390, 0.1703, -0.0428], [0.3567, 0.0555, 1.2999], [0.3488, 1.2671, 0.0535], [-0.1769, -0.2046, 0.3648], [0.1279, 0.6901, -0.5513], [-0.3502, -0.5942, 0.2379], [-0.3971, 0.2052, -0.2675], [-0.2141, 0.0001, 0.0850], [-0.1366, -0.2670, -0.1937], [0.2379, -0.4012, -0.3083], [-0.0798, 0.0400, -0.5910], [-0.2813, -0.6692, -0.2340], [-0.0735, -0.0759, 0.0662], [-0.2221, -0.3438, 0.0176], [0.1973, -0.1716, 0.2692], [-0.0353, 0.3197, -0.0131], [0.1147, 0.0208, -0.1691], [-0.2011, -1.1880, 1.0229], [0.4021, 0.4444, -0.3958], [-0.0609, -0.4390, 0.4097], [-0.0148, 0.3341, 0.8733], [-0.4116, -0.1516, -1.6431], [-0.0391, -0.0179, -0.6596], [0.4298, 0.4519, -0.3994], [-0.0960, 0.1587, -0.1042], [-0.0101, 0.1973, -0.0466], [-0.2886, 0.2115, 0.2727], [-0.1628, -0.1321, 0.1526], [-0.1506, 0.0968, -0.5373], [0.2234, -0.2817, 0.3178], [0.0326, 0.1991, 0.2433], [0.2558, 0.2860, 0.6137], [-0.0096, -0.4624, -0.2796], [0.4989, -0.0042, -0.0154]],
  "mulliken_charge": [1.2677, 0.0854, 0.7121, -0.6192, -0.5285, -0.2499, 0.8870, -0.2229, -0.6086, -0.3293, -0.4961, 0.1821, 0.3109, -0.6169, 0.2822, 0.2738, -0.5924, 0.2583, 0.3389, -0.6099, 0.2991, 0.3121, -0.6257, 0.3067, 0.3021, -1.4484, 0.6502, -0.6949, -0.3697, -0.7395, -0.7112, 0.4329, 0.4262, 0.2488, 0.1204, 0.1508, 0.5811, 0.2574, 0.2918, 0.2739, 0.2548, 0.3026, -1.2974, 0.6690, -0.7610, -0.3463, -0.6994, -0.4786, 0.3320, 0.2446, 0.3795, 0.0893, 0.4415, 0.3373, 0.2789, 0.2609, 0.3039, 0.2617, 0.1333, -1.4241, 0.1995, 0.8271, -0.4860, -0.4325, -0.4875, 0.3274, 0.2895, 0.4301, 0.1888, -0.2573, -0.1670, 0.3183, 0.2933, -0.0146, 0.2266, 0.2660, -1.5650, 0.2050, -0.5170, -0.1829, -1.0066, -0.1782, 0.3284, 0.4021, 0.4725, 0.2674, 0.2162, 0.5214, 0.3154, 0.3620, 0.3274, 0.3325, 0.1063]
}

[4]
{
  "formula": "C5H17N2O",
  "method": "ωB97M-V/def2-TZVPD",
  "lumo_ev": [0.50, 0.47],
  "de_lowest_kcal_mol": 39.37,
  "homo_lumo_gap_ha": [0.1297, 0.3592],
  "homo_ev": [-3.033, -9.302],
  "multiplicity": 2,
  "total_charge": 0,
  "species": ["N", "C", "C", "C", "N", "C", "C", "H", "H", "H", "H", "H", "H", "H", "H", "H", "H", "H", "H", "H", "H", "H", "H", "H", "O"],
  "coordinates": [[-0.2518, 0.2592, -2.1877], [-0.9689, 0.5715, -0.8937], [-0.9693, 2.0703, -0.5750], [-0.3187, -0.2346, 0.2389], [0.2214, -1.5211, -0.2194], [1.6541, -1.6755, 0.0610], [-0.5243, -2.6454, 0.3881], [0.2728, -0.6206, -2.0287], [-0.9967, 0.0571, -2.9629], [0.3501, 1.0201, -2.5326], [-1.9866, 0.2256, -1.1059], [-0.2529, 2.3151, 0.2184], [-0.6695, 2.6529, -1.4364], [-1.9897, 2.3457, -0.2957], [0.4528, 0.3496, 0.7114], [-1.1305, -0.3198, 0.9712], [2.1387, -0.7358, 0.3209], [1.8484, -2.3466, 0.8983], [2.1452, -2.0102, -0.8495], [-0.2218, -3.5786, -0.0787], [-1.5835, -2.5010, 0.2105], [-0.2766, -2.7219, 1.4517], [0.8399, 3.7544, 3.0799], [1.3832, 2.4901, 3.6730], [0.8341, 2.7997, 2.9428]],
  "forces_ev_per_a": [[-0.5934, 0.0256, 0.1053], [0.7769, 0.2417, -0.5039], [-0.1086, -0.2835, 0.0108], [-0.6873, -0.1395, -0.2786], [-0.4065, -0.0829, 1.2047], [0.0996, 0.2957, -0.3783], [0.5820, 0.3399, -0.5918], [-0.0109, 0.0940, -0.2099], [0.2445, 0.0042, -0.0524], [0.1964, -0.1049, 0.0534], [0.1415, -0.0351, 0.2689], [-0.3062, -0.0896, -0.0045], [-0.2138, 0.1567, -0.1985], [0.1924, 0.2865, 0.1446], [0.3244, 0.3090, 0.0782], [0.2274, -0.4026, 0.2441], [-0.1842, 0.2037, -0.0577], [-0.0140, -0.2493, -0.0523], [0.2408, -0.4082, 0.0982], [0.0162, -0.1018, -0.1451], [-0.1738, -0.0516, 0.1597], [-0.3335, 0.0201, 0.1450], [-0.1384, -0.0225, -0.1968], [-0.0647, -0.1908, -0.1138], [0.1933, 0.1851, 0.2708]],
  "lowdin_spin": [0.2198, 0.1169, 0.0553, 0.0207, 0.0126, 0.0219, 0.0150, 0.0624, 0.2306, 0.1127, 0.0558, 0.0025, 0.0275, 0.0089, 0.0041, 0.0038, 0.0067, 0.0001, 0.0119, 0.0025, 0.0071, 0.0003, 0.0001, 0.0001, 0.0009]
}

[5]
{
  "formula": "C3H4N2OS",
  "method": "ωB97M-V/def2-TZVPD",
  "lumo_ev": [-1.17, -1.17],
  "de_lowest_kcal_mol": 80.37,
  "homo_lumo_gap_ha": [0.3057, 0.3057],
  "homo_ev": [-9.488, -9.487],
  "total_charge": 0,
  "species": ["C", "C", "C", "N", "N", "O", "S", "H", "H", "H", "H"],
  "coordinates": [[0.5298, -1.0715, -0.7625], [-0.5910, -0.3699, -1.3317], [1.0247, 0.2460, 1.1736], [1.1369, -0.7694, 0.3210], [-0.0303, 0.4580, 1.8562], [-2.6278, 1.2538, -1.1501], [-1.6607, 0.4824, -0.2952], [0.9660, -2.0253, -1.2532], [-0.7035, -0.1236, -2.3730], [2.0779, 0.6521, 1.2897], [-0.1219, 1.2673, 2.5253]],
  "forces_ev_per_a": [[1.0052, -1.5817, 0.1741], [-1.2101, 1.9418, 2.0266], [0.9382, 1.1480, 1.6176], [0.5136, -1.8023, -1.4764], [-0.5757, 1.1072, 0.3448], [1.3409, -0.7638, 1.1500], [-0.5757, -0.5652, -3.1784], [-1.0552, 1.6374, 0.4046], [-0.1228, -0.3711, -0.3474], [-1.3281, 0.4548, 0.1955], [1.0698, -1.2052, -0.9110]],
  "mulliken_charge": [0.1115, -0.4343, 0.1766, -0.4567, -0.5856, -0.5298, 0.5039, 0.3214, 0.3672, 0.3230, 0.2029]
}